# 1
79
Properties=species:S:1:pos:R:3:forces:R:3 method="wB97M-V/def2-TZVPD" de_lowest_kj_mol=72.0 charge=+1 lumo_energy_ev="-3.3 / -4.9" gap_ev="7.19 / 6.47" spin_multiplicity=3 molar_mass_da=915.66 homo_energy_ha="-0.385 / -0.417" max_force_ha_per_bohr=0.060 s2=2.047
Au 0.652013 -0.550160 0.785676 -0.5 -1.9 0.3
C 0.072873 -2.236940 4.351004 0.5 0.2 0.5
C 1.421791 -2.360678 3.599136 -0.9 2.7 0.0
C 2.532456 -2.748709 4.493090 0.6 -1.3 1.2
C 1.260102 -3.127736 2.292304 0.3 0.4 0.8
C 0.724950 -4.553035 2.523155 1.0 -0.9 -0.4
O -0.577544 -4.509998 1.955711 -1.1 0.8 -0.6
C -0.736539 -3.318413 1.344219 -1.5 -1.3 -0.8
N 0.205157 -2.493565 1.431406 2.2 0.2 0.9
C -1.966558 -3.159781 0.533636 -0.6 0.3 -0.3
C -2.594405 -4.323996 0.087753 -1.3 -0.4 -0.7
C -3.759120 -4.260714 -0.714930 0.5 1.2 1.0
C -4.288444 -3.020954 -1.025145 -0.3 -0.9 -0.5
C -3.712042 -1.865611 -0.593537 2.2 -1.0 0.7
C -2.521214 -1.900640 0.148975 0.2 0.0 0.2
P -1.663822 -0.294101 0.395326 -0.6 0.4 -0.4
C -2.035063 0.718839 -1.088349 0.0 -0.9 0.9
C -2.916220 1.776548 -0.964292 0.2 0.3 -0.4
C -3.359138 2.394097 -2.128251 0.3 -0.2 -1.1
C -2.814352 2.009250 -3.388417 -1.0 0.7 0.1
C -2.034857 0.866865 -3.494261 0.1 0.9 -0.6
C -1.640361 0.264084 -2.338528 1.3 -2.8 0.1
C -2.236747 0.546967 1.919495 1.0 0.0 -2.3
C -1.521730 1.704056 2.288803 -2.0 -1.2 2.0
C -1.903557 2.255854 3.500270 0.1 0.8 -0.3
C -2.976745 1.762087 4.263880 1.1 0.4 -0.3
C -3.638560 0.659189 3.844617 0.0 -0.9 -1.2
C -3.288512 0.051218 2.623657 -0.5 -0.4 1.9
H 0.132269 -1.606484 5.270534 0.4 -0.8 -0.5
H -0.296611 -3.239526 4.596792 -0.2 0.3 0.2
H -0.655476 -1.687765 3.766193 -0.3 -0.2 -0.4
H 1.714487 -1.315206 3.379258 -0.4 -0.1 -0.7
H 2.385683 -3.757374 4.848239 0.2 -0.6 0.2
H 2.551811 -2.147426 5.389761 -0.4 0.4 0.3
H 3.552611 -2.666959 4.149188 0.2 -0.1 -0.8
H 2.204482 -3.054978 1.746342 -0.1 -0.5 0.0
H 0.635199 -4.951655 3.553221 0.1 0.8 -0.4
H 1.297669 -5.308182 1.956949 -0.2 0.3 0.2
H -2.238506 -5.319514 0.315852 0.3 0.2 0.3
H -4.357405 -5.080725 -1.040297 0.4 -0.9 -0.1
H -5.118050 -2.946425 -1.710381 -0.3 -0.1 0.1
H -4.043684 -0.988147 -1.020241 -0.7 2.0 -0.4
H -3.156062 2.109872 0.032562 -0.6 0.2 0.0
H -4.174070 3.109329 -2.092767 0.4 0.3 0.0
H -2.996949 2.588757 -4.320868 -0.3 -0.5 1.0
H -1.704819 0.502290 -4.473035 -0.1 0.2 0.5
H -1.036552 -0.695382 -2.461452 -0.7 1.4 0.5
H -0.709896 2.123231 1.779100 0.9 0.3 -0.9
H -1.334733 3.131880 3.778919 -0.2 0.1 0.5
H -3.263830 2.162522 5.206548 0.1 0.6 0.5
H -4.375414 0.194696 4.457674 -0.6 -0.1 0.3
H -3.767883 -0.899431 2.440612 0.0 0.0 -0.7
S 0.668113 3.785966 0.023875 0.1 0.1 -0.2
C 1.132594 2.281600 0.228338 0.0 -0.2 0.2
N 1.430686 1.153737 0.452649 0.8 1.8 -0.5
F 2.645123 7.326560 -2.652189 -0.2 0.7 0.4
C 1.976360 6.291606 -3.094825 1.0 0.1 0.0
C 2.751154 5.336308 -3.763208 -2.0 -0.3 0.1
F 4.026213 5.539739 -4.007793 0.1 -0.1 0.0
C 2.042850 4.243877 -4.193065 2.0 -1.1 -0.7
F 2.705136 3.330822 -4.897514 0.0 -0.1 -0.1
C 0.653725 3.984836 -3.983130 0.0 1.6 -0.3
O -0.011252 3.131468 -4.542459 -0.1 -1.5 -0.4
C 0.004580 5.035052 -3.269505 -2.7 0.1 0.8
F -1.320014 4.858004 -3.074969 0.8 0.3 0.0
C 0.589847 6.173510 -2.861059 1.5 0.4 0.4
F 0.029133 7.153250 -2.166739 -0.4 -0.2 -0.1
N 6.853925 -0.308822 0.579519 -0.9 0.2 -1.1
C 6.085665 -0.393037 -0.285914 0.6 -0.6 1.2
C 5.097181 -0.724643 -1.284589 1.2 0.9 -0.5
C 5.272952 -0.339405 -2.611826 1.3 0.7 0.4
C 4.320832 -0.623005 -3.543719 1.1 1.0 -0.5
C 3.214464 -1.285967 -3.123758 -0.6 -0.7 -0.6
N 3.035236 -1.704167 -1.895875 -0.4 -0.3 1.1
C 3.965705 -1.417401 -0.990110 -1.3 -0.8 1.3
H 6.175071 0.207173 -2.886690 -0.2 -0.1 0.1
H 4.475087 -0.263532 -4.550016 -0.3 -0.2 -0.2
H 2.484348 -1.561229 -3.850041 -0.7 -0.1 -0.3
H 3.767202 -1.753720 0.049506 0.2 0.2 -0.7

# 2
52
Properties=species:S:1:pos:R:3:forces:R:3 method="wB97M-V/def2-TZVPD" de_lowest_kj_mol=104.7 lumo_energy_ev="0.7 / 0.4" gap_ev="7.57 / 7.46" spin_multiplicity=5 molar_mass_da=447.32 homo_energy_ha="-0.253 / -0.259" max_force_ha_per_bohr=0.043 s2=6.013
Fe -0.904374 -0.291582 -0.357058 2.2 0.1 0.5
C -3.266354 0.677519 -1.290058 -0.3 0.0 0.0
C -3.679178 1.216549 -0.071838 0.2 0.0 -0.1
C -4.136123 0.382155 0.932657 0.0 -0.2 0.0
C -4.173368 -0.992772 0.739383 0.0 0.1 0.0
C -3.760901 -1.537844 -0.467729 0.0 0.0 0.1
C -3.328062 -0.703574 -1.493551 0.1 0.2 0.0
H -3.009844 1.339331 -2.106341 0.2 0.0 0.0
H -3.646124 2.286359 0.083280 0.0 0.0 0.0
H -4.455973 0.795711 1.875838 0.0 0.1 0.1
H -4.541047 -1.638430 1.524182 0.0 0.0 0.1
H -3.816813 -2.603081 -0.637111 0.0 -0.1 0.0
H -3.115192 -1.123743 -2.467323 0.2 0.0 0.0
C 0.472687 -0.534906 -4.760085 0.0 0.0 0.0
C 1.714805 -1.145144 -4.649249 -0.2 0.1 0.1
C 2.087069 -1.676287 -3.431870 -0.1 0.0 0.0
C 1.222910 -1.590601 -2.332833 -0.2 0.2 -0.5
N 0.007446 -1.030383 -2.467655 -0.1 0.3 0.1
C -0.340196 -0.522986 -3.641027 0.0 0.1 -0.3
C 1.566390 -2.055383 -0.991835 -0.1 -0.2 1.0
C 2.761028 -2.736480 -0.740291 -0.1 0.1 -0.3
C 3.095120 -3.123999 0.539249 0.1 -0.1 0.1
C 2.237990 -2.832900 1.588239 0.0 0.0 0.1
C 1.045948 -2.169770 1.337313 0.0 -0.1 0.1
C 0.670148 -1.764943 0.058117 -0.8 0.5 -0.2
H 0.147209 -0.083777 -5.685234 -0.1 0.0 0.0
H 2.382734 -1.195993 -5.499070 0.0 0.0 0.0
H 3.053833 -2.143460 -3.336538 0.0 0.0 0.1
H -1.325695 -0.079926 -3.687221 -0.1 0.1 -0.1
H 3.446970 -2.961062 -1.542750 0.1 -0.1 -0.1
H 4.025412 -3.642209 0.720845 0.1 0.0 0.0
H 2.501567 -3.115145 2.599728 0.0 0.0 0.0
H 0.394849 -1.953046 2.177475 0.0 0.0 0.0
O 0.099628 1.441049 -0.440582 -1.0 -0.8 -0.7
C 0.878171 2.171986 0.273722 0.2 0.3 0.7
C 1.785281 3.045589 -0.374302 -0.1 -0.1 0.0
C 2.640559 3.856279 0.324813 -0.1 0.0 0.0
C 2.625263 3.853118 1.716213 0.2 0.2 0.3
C 1.754591 3.023359 2.384186 0.0 0.0 -0.1
C 0.878491 2.169873 1.706177 0.3 0.2 -0.7
C 0.000265 1.289271 2.439242 -0.1 -0.2 -0.1
N -0.881945 0.433914 1.939984 -0.1 0.1 -0.7
C -1.469278 -0.187688 2.997501 -0.1 0.0 0.6
C -0.948326 0.283248 4.164499 -0.4 -0.4 0.0
N -0.019204 1.214547 3.800657 0.1 0.2 -0.2
H 1.786015 3.038901 -1.453741 0.0 0.0 -0.1
H 3.319216 4.507279 -0.207215 0.1 0.0 0.0
H 3.294893 4.495012 2.267401 0.0 0.1 0.1
H 1.762556 3.042822 3.466755 0.0 0.0 0.1
H -2.233065 -0.922698 2.852143 -0.1 -0.2 0.0
H -1.153239 0.040892 5.188421 0.0 0.0 0.1
H 0.545256 1.755047 4.434488 -0.1 -0.1 -0.2

# 3
22
Properties=species:S:1:pos:R:3:forces:R:3 method="wB97M-V/def2-TZVPD" de_lowest_kj_mol=273.5 lumo_energy_ev=0.0 gap_ev=9.18 molar_mass_da=131.18 homo_energy_ha=-0.337 max_force_ha_per_bohr=0.076
C -0.470256 1.610673 1.500137 -0.2 -0.8 0.3
C -0.352499 0.954128 0.138073 -1.0 2.7 -1.8
O -1.333842 1.042327 -0.665632 1.6 0.1 1.3
C 1.071358 0.884598 -0.454835 0.0 -1.0 0.0
C 1.084842 0.068220 -1.744179 0.0 0.1 0.1
N 2.089181 0.376182 0.453087 0.0 0.0 0.0
H -1.515119 1.656642 1.798738 0.0 0.0 -0.1
H -0.073978 2.625722 1.448690 0.1 0.0 -0.2
H 0.088878 1.054941 2.255210 0.0 0.1 0.0
H 1.334704 1.924351 -0.696112 -0.2 0.0 0.1
H 0.841648 -0.973417 -1.524572 0.0 0.0 0.0
H 0.351854 0.454846 -2.448580 0.0 0.0 0.0
H 2.077017 0.101321 -2.189735 0.0 0.0 0.0
H 2.176237 0.940196 1.288960 0.0 -0.1 0.0
H 1.882919 -0.580432 0.726712 0.0 0.0 0.0
H -0.799583 -3.545395 0.591257 -0.1 0.0 -0.1
N -0.421454 -2.625840 0.816049 -0.1 -1.1 1.0
C -1.137384 -1.663854 0.440303 2.6 2.6 -1.2
N -2.073448 -1.366507 -0.443424 -0.7 1.9 -0.9
H -0.564099 -0.601063 0.634563 -1.0 -1.9 0.6
H -2.349770 -2.077623 -1.104115 -0.1 0.1 0.0
H -1.907206 -0.260015 -0.820592 -0.8 -2.8 0.8

# 4
15
Properties=species:S:1:pos:R:3:forces:R:3 method="wB97M-V/def2-TZVPD" de_lowest_kj_mol=90.5 smiles="CO[P@@](=S)(S)C(C)=O" lumo_energy_ev=0.0 gap_ev=8.41 molar_mass_da=170.20 homo_energy_ha=-0.310 max_force_ha_per_bohr=0.099
C -2.466967 0.867103 0.925859 -1.7 2.3 -2.0
O -1.041256 0.972866 0.798208 -0.2 2.0 -0.3
P -0.204732 -0.118546 0.085598 0.0 -4.6 2.1
S -0.473025 -2.123147 1.009162 0.5 3.5 -2.0
S -0.829199 0.112260 -1.876738 -0.3 1.1 -0.2
C 1.652966 0.310424 0.385395 -1.2 -0.1 0.3
C 2.443947 -0.445188 -0.624445 1.8 -1.1 -1.4
O 1.931357 0.951704 1.354635 0.4 -0.2 -0.7
H -2.989662 0.391250 0.018976 1.0 0.8 1.2
H -2.994085 1.916948 1.162069 1.7 -2.3 -0.6
H -2.517007 0.223676 1.712781 -1.2 -1.7 2.3
H -0.385171 -1.041463 -2.291054 0.3 -1.0 -0.2
H 1.791593 -0.469037 -1.615080 1.8 0.1 1.9
H 3.539123 0.018549 -0.800106 -2.6 -1.1 0.4
H 2.542118 -1.567404 -0.245255 -0.2 2.4 -0.8

# 5
15
Properties=species:S:1:pos:R:3:forces:R:3 method="wB97M-V/def2-TZVPD" de_lowest_kj_mol=51.1 lumo_energy_ev=0.6 gap_ev=10.17 molar_mass_da=130.10 homo_energy_ha=-0.351 max_force_ha_per_bohr=0.069
C 1.151891 3.746794 1.015616 -0.2 -0.2 0.2
C -1.911724 2.119891 -0.700877 0.4 0.6 -1.5
C 0.711679 -0.728681 -0.320488 -1.3 -0.1 -0.5
C -0.401340 -1.637034 -1.079780 2.1 2.9 -0.1
C 1.018738 -1.353687 1.035340 1.1 1.8 -1.0
O 0.554687 3.114514 1.733604 0.2 0.2 -0.3
O -1.921142 2.663980 -1.712014 -0.3 0.7 -1.0
O 1.147461 0.347695 -0.655677 -0.3 -0.8 -0.2
O -1.847828 1.550306 0.278927 -0.1 -1.3 2.5
H -0.183747 -2.555659 -0.619577 -0.6 -1.5 0.0
H -0.403905 -1.636023 -2.184556 0.2 0.1 0.7
H -1.262078 -1.106948 -0.684380 -0.6 -0.5 0.0
H 0.366659 -2.136465 1.212977 -1.3 -1.4 0.7
H 0.984545 -0.592370 1.828376 0.4 -0.4 -0.3
H 1.996105 -1.796313 0.852511 0.4 0.1 0.6